--- a ---
This record from OMol25 describes a 2-piece molecular cluster, C5H7Br overall. The level of theory is wB97M-V/def2-TZVPD.

```
! RIJCOSX wB97M-V def2-TZVPD def2/J DEFGRID3
* xyz 0 1
Br -3.08 -0.80 -0.05
H -0.93 -0.06 -0.65
C 0.03 0.03 -0.09
C 0.29 1.24 0.60
C -0.50 2.35 0.50
C 0.90 -1.07 -0.06
C 0.71 -2.21 -0.79
H 1.19 1.27 1.23
H -0.24 3.28 1.00
H -1.41 2.29 -0.11
H 1.79 -0.99 0.59
H 1.43 -3.02 -0.77
H -0.19 -2.29 -1.40
*
```

The calculation puts the LUMO energy (spin up / spin down) at -0.11542 / -0.07692 hartree. For the HOMO-LUMO gap (spin up / spin down), the calculation gives 4.52 / 6.92 eV. For the highest occupied orbital energy (spin up / spin down), the calculation gives -7.659 / -9.009 eV.

For each atom in turn, the natural (NBO) charge in e is:
1 Br -0.524
2 H 0.259
3 C -0.018
4 C -0.303
5 C -0.194
6 C -0.303
7 C -0.194
8 H 0.212
9 H 0.208
10 H 0.219
11 H 0.212
12 H 0.208
13 H 0.219

--- b ---
This record from OMol25 describes C5H7Br as an isolated structure. The level of theory is wB97M-V/def2-TZVPD.

```
! RIJCOSX wB97M-V def2-TZVPD def2/J DEFGRID3
* xyz 0 1
C -1.61 1.24 0.82
C -0.62 1.79 -0.33
C -1.45 0.03 0.41
C -0.49 0.55 -0.75
C 1.70 -1.39 0.23
Br -0.28 -0.03 -2.55
H -2.33 1.86 1.33
H -0.24 2.69 -0.65
H 2.05 -1.40 1.12
H -1.32 -0.99 0.85
H 2.29 -2.03 -0.55
H 1.56 -0.38 -0.05
H 0.75 -1.93 0.11
*
```

The calculation puts the LUMO energy at 0.00401 hartree. For the HOMO-LUMO gap, the calculation gives 8.29 eV. For the highest occupied orbital energy, the calculation gives -8.178 eV.

For each atom in turn, the natural (NBO) charge in e is:
1 C -0.163
2 C -0.247
3 C -0.235
4 C -0.095
5 C -0.817
6 Br 0.068
7 H 0.224
8 H 0.210
9 H 0.193
10 H 0.232
11 H 0.213
12 H 0.216
13 H 0.203

Stability check: which of them is least stable? b.

--- a ---
This record from OMol25 describes an isolated molecule of C5H7Br. The level of theory is wB97M-V/def2-TZVPD.

```
! RIJCOSX wB97M-V def2-TZVPD def2/J DEFGRID3
* xyz 0 1
C 2.25 -1.14 0.37
C 1.36 -0.49 -0.55
C 0.29 0.02 -0.68
C -1.03 0.12 -0.21
C -1.77 1.46 -0.60
Br -0.90 -0.57 1.90
H 3.32 -1.22 0.20
H 1.82 -2.06 0.66
H 2.16 -0.57 1.28
H -1.69 -0.73 -0.34
H -2.22 1.84 0.42
H -2.58 1.17 -1.35
H -1.00 2.16 -1.09
*
```

The SMILES is CC#C[C@H](C)Br. The calculation puts the LUMO energy at -0.01727 hartree. For the HOMO-LUMO gap, the calculation gives 9.04 eV. For the highest occupied orbital energy, the calculation gives -9.509 eV.

For each atom in turn, the natural (NBO) charge in e is:
1 C -0.700
2 C 0.135
3 C -0.128
4 C -0.136
5 C -0.652
6 Br -0.197
7 H 0.236
8 H 0.245
9 H 0.252
10 H 0.234
11 H 0.247
12 H 0.232
13 H 0.232

--- b ---
This record from OMol25 describes an isolated molecule of C5H7Br. The level of theory is wB97M-V/def2-TZVPD.

```
! RIJCOSX wB97M-V def2-TZVPD def2/J DEFGRID3
* xyz 0 1
C 0.26 -2.99 0.36
C -0.08 -1.92 -0.09
C -0.41 -0.64 -0.62
C 0.31 0.54 0.36
C -0.42 1.87 0.12
Br 2.17 0.63 -0.14
H 0.80 -3.54 1.06
H -1.45 -0.24 -0.92
H 0.23 -0.43 -1.60
H 0.20 0.25 1.37
H -0.07 2.34 -0.81
H -0.13 2.53 0.85
H -1.42 1.62 0.05
*
```

The SMILES is C#CC[C@H](C)Br. The calculation puts the LUMO energy at 0.03441 hartree. For the HOMO-LUMO gap, the calculation gives 10.79 eV. For the highest occupied orbital energy, the calculation gives -9.855 eV.

For each atom in turn, the natural (NBO) charge in e is:
1 C -0.233
2 C -0.013
3 C -0.516
4 C -0.204
5 C -0.626
6 Br 0.008
7 H 0.231
8 H 0.248
9 H 0.247
10 H 0.210
11 H 0.217
12 H 0.220
13 H 0.210

Stability check: which of them is least stable? a.

--- a ---
This record from OMol25 describes an isolated molecule of C18H19ClN4S. The level of theory is wB97M-V/def2-TZVPD.

```
! RIJCOSX wB97M-V def2-TZVPD def2/J DEFGRID3
* xyz 0 1
C 0.61 -0.45 -2.62
C 1.63 0.66 -2.39
N 1.58 1.14 -1.03
C 2.36 0.83 0.05
C 3.52 -0.11 0.04
N 3.20 -1.46 -0.37
C 2.20 -2.20 0.22
C 1.76 -3.37 -0.42
C 0.79 -4.17 0.15
C 0.24 -3.81 1.37
Cl -0.98 -4.80 2.08
C 0.67 -2.66 2.02
C 1.64 -1.86 1.45
N 1.93 1.46 1.10
N 0.87 2.21 0.76
C 0.66 2.01 -0.52
S -0.57 2.75 -1.49
C -1.57 3.53 -0.15
C -2.53 2.55 0.42
C -2.17 1.76 1.51
C -3.06 0.83 2.02
C -4.31 0.67 1.44
C -4.68 1.45 0.36
C -3.79 2.39 -0.15
H 0.70 -0.82 -3.64
H 0.76 -1.27 -1.92
H -0.40 -0.06 -2.49
H 2.65 0.30 -2.58
H 1.42 1.50 -3.06
H 4.30 0.27 -0.63
H 3.92 -0.12 1.06
H 3.38 -1.69 -1.34
H 2.19 -3.64 -1.37
H 0.46 -5.06 -0.35
H 0.24 -2.39 2.97
H 1.95 -0.97 1.97
H -0.84 3.88 0.59
H -2.07 4.37 -0.63
H -1.19 1.88 1.95
H -2.77 0.21 2.86
H -5.00 -0.06 1.84
H -5.65 1.34 -0.09
H -4.07 2.99 -1.00
*
```

The SMILES is CCn1c(CNc2ccc(Cl)cc2)nnc1SCc1ccccc1. The calculation puts the LUMO energy at 0.01799 hartree. For the HOMO-LUMO gap, the calculation gives 8.48 eV. For the highest occupied orbital energy, the calculation gives -7.994 eV.

For each atom in turn, the natural (NBO) charge in e is:
1 C -0.623
2 C -0.207
3 N -0.372
4 C 0.306
5 C -0.263
6 N -0.596
7 C 0.153
8 C -0.251
9 C -0.208
10 C -0.080
11 Cl -0.008
12 C -0.211
13 C -0.232
14 N -0.283
15 N -0.342
16 C 0.176
17 S 0.242
18 C -0.538
19 C 0.041
20 C -0.242
21 C -0.191
22 C -0.217
23 C -0.208
24 C -0.239
25 H 0.215
26 H 0.222
27 H 0.228
28 H 0.203
29 H 0.217
30 H 0.222
31 H 0.233
32 H 0.382
33 H 0.207
34 H 0.227
35 H 0.228
36 H 0.230
37 H 0.263
38 H 0.233
39 H 0.242
40 H 0.212
41 H 0.213
42 H 0.212
43 H 0.206

--- b ---
This record from OMol25 describes an isolated molecule of C18H19ClN4S. The level of theory is wB97M-V/def2-TZVPD.

```
! RIJCOSX wB97M-V def2-TZVPD def2/J DEFGRID3
* xyz 0 1
C -0.86 -3.17 -0.92
C -0.78 -2.54 0.47
N -0.70 -1.10 0.38
C 0.40 -0.29 0.30
C 1.81 -0.75 0.34
N 2.67 0.40 0.48
C 4.01 0.37 0.23
C 4.71 1.57 0.09
C 6.08 1.58 -0.11
C 6.77 0.38 -0.18
Cl 8.48 0.39 -0.44
C 6.10 -0.82 -0.04
C 4.73 -0.83 0.16
N 0.02 0.95 0.18
N -1.32 1.00 0.17
C -1.75 -0.23 0.28
S -3.40 -0.74 0.33
C -4.18 0.93 0.32
C -5.64 0.80 0.00
C -6.58 0.76 1.02
C -7.93 0.63 0.72
C -8.34 0.54 -0.60
C -7.41 0.58 -1.62
C -6.06 0.70 -1.32
H 0.01 -2.92 -1.51
H -0.91 -4.25 -0.82
H -1.75 -2.83 -1.43
H -1.67 -2.79 1.05
H 0.11 -2.89 1.00
H 1.94 -1.43 1.20
H 2.04 -1.32 -0.58
H 2.19 1.28 0.35
H 4.17 2.50 0.14
H 6.60 2.51 -0.22
H 6.64 -1.75 -0.09
H 4.23 -1.78 0.28
H -4.01 1.36 1.30
H -3.64 1.50 -0.43
H -6.26 0.83 2.05
H -8.65 0.60 1.52
H -9.39 0.44 -0.83
H -7.72 0.50 -2.65
H -5.33 0.73 -2.12
*
```

The SMILES is CCn1c(CNc2ccc(Cl)cc2)nnc1SCc1ccccc1. The calculation puts the LUMO energy at 0.01914 hartree. For the HOMO-LUMO gap, the calculation gives 8.29 eV. For the highest occupied orbital energy, the calculation gives -7.764 eV.

For each atom in turn, the natural (NBO) charge in e is:
1 C -0.614
2 C -0.213
3 N -0.369
4 C 0.334
5 C -0.256
6 N -0.616
7 C 0.267
8 C -0.271
9 C -0.200
10 C -0.089
11 Cl -0.012
12 C -0.191
13 C -0.311
14 N -0.308
15 N -0.326
16 C 0.167
17 S 0.242
18 C -0.531
19 C 0.040
20 C -0.233
21 C -0.204
22 C -0.214
23 C -0.193
24 C -0.234
25 H 0.210
26 H 0.220
27 H 0.221
28 H 0.221
29 H 0.211
30 H 0.200
31 H 0.200
32 H 0.418
33 H 0.214
34 H 0.227
35 H 0.223
36 H 0.210
37 H 0.233
38 H 0.255
39 H 0.212
40 H 0.215
41 H 0.215
42 H 0.213
43 H 0.215

Stability check: which of them is least stable? b.

--- a ---
This record from OMol25 describes a 2-piece molecular cluster, C11H15NO overall. The level of theory is wB97M-V/def2-TZVPD.

```
! RIJCOSX wB97M-V def2-TZVPD def2/J DEFGRID3
* xyz 0 1
C 2.30 2.50 -0.45
C 1.73 1.33 0.35
C 1.96 1.03 1.68
N 1.48 -0.25 2.06
C 0.94 -0.76 0.94
C 0.21 -1.95 0.81
C -0.32 -2.34 -0.45
C 0.14 -1.70 -1.58
C 0.78 -0.29 -1.42
C 1.19 0.15 -0.14
H 3.12 1.96 -0.99
H 2.71 3.11 0.29
H 1.52 2.87 -1.15
H 2.35 1.71 2.43
H 1.62 -0.65 2.88
H 0.06 -2.44 1.84
H -0.97 -3.22 -0.59
H -0.18 -1.88 -2.59
H 0.92 0.12 -2.36
C -2.80 1.65 -0.15
C -2.89 0.43 -1.10
O -3.09 -0.71 -0.23
H -3.44 1.93 0.62
H -2.87 2.53 -0.78
H -1.83 1.51 0.36
H -3.74 0.05 -1.71
H -2.04 0.50 -1.74
H -2.19 -0.96 -0.01
*
```

The SMILES is Cc1c[nH]c2ccccc12.CCO. The calculation puts the LUMO energy at 0.02885 hartree. For the HOMO-LUMO gap, the calculation gives 8.67 eV. For the highest occupied orbital energy, the calculation gives -7.889 eV.

For each atom in turn, the natural (NBO) charge in e is:
1 C -0.625
2 C -0.075
3 C -0.025
4 N -0.545
5 C 0.228
6 C -0.281
7 C -0.261
8 C -0.230
9 C -0.192
10 C -0.136
11 H 0.222
12 H 0.221
13 H 0.227
14 H 0.206
15 H 0.401
16 H 0.216
17 H 0.231
18 H 0.213
19 H 0.206
20 C -0.637
21 C -0.091
22 O -0.733
23 H 0.217
24 H 0.200
25 H 0.205
26 H 0.200
27 H 0.173
28 H 0.468

--- b ---
This record from OMol25 describes a 2-piece molecular cluster, C11H15NO overall. The level of theory is wB97M-V/def2-TZVPD.

```
! RIJCOSX wB97M-V def2-TZVPD def2/J DEFGRID3
* xyz 0 1
C -1.17 -1.55 2.39
C -0.77 -1.71 1.00
C -1.49 -2.32 -0.02
N -0.83 -1.99 -1.26
C 0.25 -1.19 -0.94
C 1.32 -0.59 -1.80
C 2.23 0.21 -1.13
C 2.50 0.05 0.26
C 1.68 -0.75 0.96
C 0.39 -1.09 0.45
H -1.07 -2.41 3.00
H -2.20 -1.21 2.33
H -0.69 -0.78 3.00
H -2.37 -2.91 -0.22
H -1.00 -2.39 -2.17
H 1.31 -0.74 -2.82
H 2.93 0.80 -1.67
H 3.41 0.37 0.65
H 1.83 -1.09 2.01
C 0.11 2.89 -0.75
C -0.85 1.95 -0.02
O -2.20 2.36 -0.32
H -0.22 3.05 -1.75
H 1.10 2.46 -0.79
H 0.26 3.83 -0.28
H -0.89 0.94 -0.28
H -0.89 1.92 1.13
H -2.68 1.88 -0.98
*
```

The SMILES is Cc1c[nH]c2ccccc12.CCO. The calculation puts the LUMO energy at 0.02973 hartree. For the HOMO-LUMO gap, the calculation gives 8.84 eV. For the highest occupied orbital energy, the calculation gives -8.028 eV.

For each atom in turn, the natural (NBO) charge in e is:
1 C -0.643
2 C -0.073
3 C -0.054
4 N -0.547
5 C 0.160
6 C -0.235
7 C -0.206
8 C -0.261
9 C -0.159
10 C -0.124
11 H 0.219
12 H 0.226
13 H 0.223
14 H 0.217
15 H 0.414
16 H 0.209
17 H 0.209
18 H 0.215
19 H 0.210
20 C -0.634
21 C -0.062
22 O -0.765
23 H 0.212
24 H 0.214
25 H 0.211
26 H 0.181
27 H 0.175
28 H 0.468

Stability check: which of them is least stable? a.